Entry 1:
Below is a structure of composition C17H25Br36P at a distorted geometry, with properties calculated with ωB97M-V with the def2-TZVPD basis set.

The geometry in XYZ format:
```
79
Properties=species:S:1:pos:R:3:forces:R:3:lowdin_charge:R:1
C 1.1673 3.4830 -1.2806 -0.475 -0.262 -0.017 -0.1032
C -0.1125 2.6931 -1.5833 -0.105 0.576 -0.223 -0.2768
C -1.3446 3.3385 -0.9485 0.443 -1.134 -0.295 -0.2617
C -2.5889 2.5313 -1.3034 -0.311 0.679 0.002 -0.2479
C -3.9509 3.2834 -1.2262 1.153 -0.266 0.166 -0.4572
P -4.0160 4.9576 -0.4766 -2.090 0.398 -0.278 0.7412
H 1.4418 4.0866 -2.1369 0.245 0.090 -0.196 0.0726
H 0.9928 4.1770 -0.4651 0.128 0.029 0.336 0.0571
H 1.9811 2.8140 -1.0334 0.257 0.078 0.065 -0.0128
H -0.2821 2.7241 -2.6573 0.040 -0.218 -0.207 0.0447
H -0.0499 1.6444 -1.3090 0.132 -0.166 0.181 0.0670
H -1.1850 3.3029 0.1252 -0.102 0.570 0.300 0.0869
H -1.3758 4.3500 -1.3332 -0.246 0.375 0.230 0.0970
H -2.4446 2.1610 -2.3129 -0.176 -0.191 -0.186 0.0372
H -2.6509 1.6741 -0.6437 0.112 -0.299 0.077 0.1076
H -4.3518 3.3912 -2.2271 -0.205 0.213 -0.192 0.0226
H -4.6598 2.6746 -0.6805 -0.242 -0.055 0.160 0.0450
H -3.6515 5.8217 -1.5252 0.852 -0.133 0.085 -0.0982
H -3.0212 5.0350 0.5303 0.804 0.135 -1.839 -0.2616
C 3.7739 -0.3940 -0.6978 0.053 -0.042 0.069 -1.6064
Br 4.3664 1.3996 -1.0563 0.146 -0.106 0.002 0.6140
Br 4.8341 -1.2403 0.6612 -0.008 0.009 0.018 0.5796
Br 1.9016 -0.4317 -0.2571 -0.037 0.020 0.027 0.6006
H 3.9013 -0.9644 -1.6050 -0.016 -0.035 -0.053 -0.0627
C 2.9133 2.7494 2.2156 -0.014 0.025 0.094 -1.6350
Br 3.4945 4.5723 2.0112 0.023 -0.146 -0.043 0.5330
Br 3.9116 1.8384 3.5812 0.002 -0.009 -0.013 0.5859
Br 1.0201 2.6486 2.5380 -0.027 0.009 -0.005 0.5797
H 3.1129 2.2450 1.2836 -0.010 -0.036 -0.110 -0.1134
C 6.7702 4.5618 -2.3968 0.007 0.000 0.065 -1.6397
Br 8.3316 3.4419 -2.3940 -0.017 -0.023 0.000 0.5799
Br 5.3705 3.8325 -3.4946 0.001 0.044 -0.108 0.5502
Br 6.1325 4.8978 -0.6140 0.000 -0.048 -0.014 0.5480
H 7.0557 5.5081 -2.8281 0.008 0.063 -0.017 -0.0313
C 1.8877 -4.6175 -1.2661 0.029 -0.020 0.013 -1.6122
Br 1.5331 -6.4581 -1.6902 0.062 -0.029 0.003 0.5910
Br 1.8891 -4.3235 0.6320 0.015 0.019 0.074 0.5988
Br 3.5260 -4.0109 -2.0736 0.023 -0.013 -0.021 0.5887
H 1.0872 -4.0261 -1.6824 -0.047 0.040 -0.022 -0.0282
C 3.7634 -7.4694 1.7350 -0.039 -0.022 -0.020 -1.6599
Br 3.3493 -9.2849 1.2667 0.026 0.003 0.013 0.5568
Br 3.8238 -7.2127 3.6387 0.000 0.001 0.009 0.5797
Br 5.3811 -6.8676 0.8885 0.002 0.026 -0.012 0.5523
H 2.9612 -6.8543 1.3568 -0.027 0.049 -0.030 -0.1116
C -4.0257 4.4550 4.2862 0.132 0.138 -0.081 -1.5395
Br -2.9819 5.4220 5.5910 -0.522 -0.310 0.281 0.5553
Br -3.5828 4.8465 2.4177 -0.961 -0.743 2.213 0.5553
Br -3.9426 2.5610 4.6036 0.038 -0.085 0.018 0.5855
H -5.0506 4.7618 4.4266 -0.062 0.003 -0.024 -0.0273
C -6.9016 -0.0751 3.6941 0.028 -0.036 0.006 -1.6517
Br -7.1676 -1.9680 3.8673 -0.044 -0.010 0.021 0.5811
Br -6.4702 0.4245 1.8916 -0.006 0.027 -0.039 0.5659
Br -8.4099 0.9199 4.3592 -0.018 0.034 -0.001 0.5909
H -6.0548 0.1882 4.3087 0.033 0.045 0.048 -0.0643
C 6.5673 -10.5737 -1.4066 -0.020 0.054 0.000 -1.6359
Br 5.5655 -11.9210 -0.4704 0.002 -0.060 -0.039 0.5597
Br 7.8214 -11.3520 -2.6393 -0.001 -0.016 -0.022 0.5741
Br 5.4210 -9.3026 -2.2765 -0.057 0.012 -0.044 0.5267
H 7.1389 -10.0331 -0.6683 0.027 0.025 0.054 -0.0314
C -2.9807 1.3848 -5.9793 0.026 -0.036 -0.007 -1.6396
Br -1.3694 1.3934 -4.9312 -0.007 -0.036 -0.070 0.6267
Br -3.2341 -0.2944 -6.8771 -0.012 -0.016 0.007 0.5798
Br -4.5139 1.8621 -4.9208 -0.013 -0.008 0.019 0.5990
H -2.8709 2.1408 -6.7405 0.002 0.052 -0.041 -0.0312
C -10.3130 -1.3595 7.0052 0.016 -0.007 -0.014 -1.6678
Br -8.7150 -1.4821 8.0652 0.017 0.005 0.004 0.5589
Br -10.6865 -3.0098 6.0958 -0.009 -0.029 -0.006 0.5615
Br -11.8154 -0.7660 8.0470 -0.003 -0.003 0.013 0.5740
H -10.1328 -0.6136 6.2465 0.025 0.032 -0.044 -0.0913
C 0.0010 7.9230 3.4440 0.138 -0.256 -0.087 -1.6107
Br -0.7282 9.4001 2.4530 0.018 -0.016 -0.011 0.5845
Br -1.0368 6.3192 3.1949 0.791 0.773 -0.419 0.4959
Br 1.8366 7.5685 2.9945 0.051 0.294 0.060 0.5496
H -0.0338 8.1933 4.4881 0.001 -0.007 0.059 -0.0266
C 4.3300 -8.9692 -6.4339 0.029 -0.027 0.033 -1.6471
Br 6.2446 -8.8803 -6.2743 -0.026 -0.024 0.025 0.5603
Br 3.6177 -10.5953 -5.6948 0.033 0.009 0.007 0.5639
Br 3.4850 -7.4186 -5.6691 0.009 0.002 0.056 0.5531
H 4.1008 -8.9744 -7.4874 -0.030 0.026 -0.062 -0.0347
```
Forces are in eV/Å.

Summary:
total charge	0
orbital gap	8.20	eV

---

Entry 2:
Below is a structure of composition C10H11FeN4O2S4Sb, with properties calculated with ωB97M-V with the def2-TZVPD basis set.

The geometry in XYZ format:
```
33
Properties=species:S:1:pos:R:3:forces:R:3:nbo_charge:R:1
Fe -0.7287 -0.6319 0.4638 -0.082 -0.095 0.058 1.3468
S 0.2878 -3.5379 -3.3173 0.049 -0.037 -0.047 -0.8860
Sb -1.2367 -2.1492 -2.3730 -0.004 0.093 0.164 1.4076
S -0.1876 -0.0579 -1.7248 -0.051 0.160 -0.211 -0.8641
S -1.6218 -2.6827 -0.0631 0.008 -0.160 0.004 -0.7918
S -3.1980 -1.6886 -3.4109 -0.052 -0.041 -0.110 -0.8822
C 3.3504 0.7517 2.1407 0.020 0.034 0.032 -0.6813
C 1.8957 0.4341 1.9934 -0.076 0.077 0.143 0.3019
N 1.4147 -0.0919 0.9424 0.083 0.041 0.172 -0.2027
O 2.3437 -0.3659 -0.0294 0.068 0.000 -0.228 -0.5885
C -0.4575 0.2346 2.9585 -0.043 0.040 -0.127 0.1921
C -1.3478 0.4981 4.1588 0.008 -0.008 0.068 -0.6281
N -1.0257 0.9587 1.7477 0.077 0.113 0.157 -0.1217
O -2.1371 0.4180 1.3842 0.004 0.077 -0.101 -0.4682
H 3.7865 0.9962 1.1743 -0.015 -0.003 0.014 0.2391
H 3.8772 -0.1173 2.5417 -0.006 -0.011 -0.018 0.2364
H 3.4892 1.5723 2.8445 -0.009 -0.012 -0.005 0.2235
H 1.7675 -0.4536 -0.8287 -0.005 -0.135 -0.057 0.5071
H -1.0635 -0.1572 4.9815 -0.004 0.008 -0.010 0.2253
H -2.3809 0.2957 3.8778 0.004 -0.004 -0.011 0.2290
H -1.2480 1.5355 4.4892 -0.014 -0.007 -0.029 0.2063
N 2.6177 2.2746 5.9197 0.009 -0.032 -0.033 -0.4651
C 2.1380 1.4347 5.2801 -0.040 0.044 0.027 0.3123
C 1.5476 0.4270 4.4804 0.043 0.009 -0.019 -0.3271
C 1.5568 -0.8746 4.9296 -0.029 -0.037 -0.026 -0.0883
C 0.9924 -2.0098 4.3368 -0.003 -0.021 0.016 -0.4859
C 0.1710 -2.0726 3.1914 0.026 -0.019 0.017 0.1365
N -0.4574 -1.1371 2.5463 -0.045 -0.115 0.130 -0.6347
C 0.9670 0.8076 3.1427 0.061 -0.037 0.020 -0.2858
H 2.0906 -1.0500 5.8605 0.005 0.026 0.006 0.1991
H 1.2519 -2.9680 4.7709 0.013 0.008 0.012 0.2007
H 0.0390 -3.0642 2.7561 -0.020 0.030 -0.027 0.1953
H 0.8721 1.8993 3.0970 0.018 0.014 0.019 0.2427
```
Forces are in eV/Å.

Summary:
total charge	-2
ΔE to the lowest compared entry with this formula, charge and spin	0.055	eV
multiplicity	5
orbital gap (spin up / spin down)	6.77 / 6.79	eV

---

Entry 3:
Below is a cluster of 2 separate species, C20H20N3O6S in total at a distorted geometry, with properties calculated with ωB97M-V with the def2-TZVPD basis set.

The geometry in XYZ format:
```
50
Properties=species:S:1:pos:R:3:forces:R:3:nbo_charge:R:1
C -4.9163 -2.2412 -0.2215 -0.160 -0.089 0.046 -0.6347
C -3.8397 -1.3118 -0.7027 0.269 0.112 -0.070 0.0222
C -3.7051 -1.0398 -2.0687 0.108 0.220 -0.148 -0.2391
C -2.6783 -0.2269 -2.5455 0.154 -0.189 0.322 -0.1923
C -1.7656 0.2897 -1.6231 -0.845 0.412 -0.358 -0.2997
S -0.3901 1.2681 -2.1262 0.861 -0.355 1.738 2.3239
O -0.1993 1.1787 -3.5434 -0.166 0.184 0.402 -0.9046
O -0.3997 2.5240 -1.4074 -0.262 -0.120 -0.721 -0.9507
N 0.8391 0.4239 -1.3008 -1.185 0.932 -0.686 -0.6774
C 1.3277 -0.8047 -1.7720 0.640 -0.876 0.172 0.2185
C 0.8747 -1.6514 -2.7856 -0.163 0.127 0.267 -0.2637
C 1.6277 -2.7957 -3.0825 0.132 0.435 0.225 -0.2335
C 2.8270 -3.0502 -2.4001 -0.324 0.374 -0.084 -0.2312
C 3.2840 -2.1752 -1.4096 0.017 -0.411 0.118 -0.1922
C 2.5142 -1.0673 -1.0603 -0.092 0.251 -0.034 -0.0577
C 2.7089 0.0598 -0.1634 0.000 0.028 -0.529 -0.0326
N 3.9153 0.3648 0.4395 0.535 -0.096 0.319 0.4976
O 4.8150 -0.5160 0.4428 -0.889 1.258 0.083 -0.4703
O 4.0712 1.5048 0.9466 0.003 -1.086 -0.281 -0.4971
C 1.6360 0.9785 -0.2905 2.690 -0.013 -1.751 0.2197
C -1.9782 0.1531 -0.2592 0.066 -0.070 0.124 -0.1562
C -2.9781 -0.6917 0.2054 -0.159 0.177 -0.106 -0.2019
H -4.8646 -2.3528 0.8664 -0.065 -0.038 -0.223 0.2248
H -5.9084 -1.8543 -0.4909 0.164 -0.103 0.085 0.2129
H -4.8111 -3.2317 -0.6841 -0.021 0.196 0.140 0.2202
H -4.4241 -1.4624 -2.7706 0.156 0.062 0.121 0.2064
H -2.5847 0.0319 -3.5955 0.075 -0.246 0.074 0.2314
H -0.0355 -1.4203 -3.3388 0.266 -0.120 0.114 0.2174
H 1.2963 -3.4525 -3.8865 0.067 0.112 0.244 0.2022
H 3.4074 -3.9291 -2.6742 -0.024 0.190 0.126 0.2019
H 4.2237 -2.3405 -0.8914 -0.226 -0.042 -0.123 0.2405
H 1.8341 2.0550 -0.3378 -0.110 -0.695 -0.191 0.2307
H -1.3758 0.7273 0.4371 -0.080 -0.468 -0.242 0.2354
H -3.0927 -0.8482 1.2804 0.150 0.036 -0.297 0.2511
O 0.6107 -0.9317 1.2589 -0.914 0.155 0.827 -0.7522
C -0.1316 -0.4366 2.1382 -0.149 -0.076 0.417 0.7607
C -0.1435 1.1005 2.3418 -0.167 0.122 0.642 -0.1890
C 0.2962 1.5398 3.7623 0.267 -0.698 0.119 -0.3815
C 1.1376 2.7986 3.5850 0.130 0.254 0.231 -0.4207
C 1.4536 2.9014 2.0856 0.250 0.021 -0.063 -0.2462
N 0.7554 1.7623 1.4095 -1.460 1.405 -0.175 -0.5485
O -0.9344 -0.9479 2.9497 -0.031 -0.746 -0.272 -0.7799
H -1.1971 1.4395 2.2421 0.467 -0.093 -0.250 0.1835
H -0.5514 1.6917 4.4464 0.235 -0.181 -0.368 0.2118
H 0.9329 0.7593 4.1963 -0.287 0.006 -0.054 0.2163
H 0.6260 3.6918 3.9693 0.016 -0.144 -0.295 0.1922
H 2.0631 2.7182 4.1622 -0.068 0.036 -0.080 0.2093
H 1.1145 3.8815 1.7138 0.142 -0.389 -0.175 0.1815
H 2.5219 2.7716 1.9051 -0.134 0.279 -0.104 0.2418
H 0.1914 2.1639 0.6482 0.118 -0.039 0.724 0.3990
```
Forces are in eV/Å.

Summary:
total charge	-1
ΔE to the lowest compared entry with this formula, charge and spin	0.587	eV
orbital gap	7.01	eV

---

How do the records compare in electronic energy? In the order shown, they have -93668.40413; -3853.92391; -1787.95109 a.u..